# 1
Below is C25H25BrFO5P in the gas phase at a distorted geometry, with properties calculated with the ωB97M-V functional and the def2-TZVPD basis.

Output
E_LUMO (eV): -0.944
HOMO-LUMO gap (eV): 7.9
HOMO (eV): -8.80
Charge: 0

Cartesian coordinates (Å):
C  2.94750  0.96074  -1.58408
H  -5.62260  -1.25000  -1.57242
C  -0.24794  1.10552  0.39098
H  3.00077  -3.35767  2.12758
P  -5.48727  3.52667  -1.54345
H  -4.55703  -1.79086  -0.24483
C  -5.08639  0.32970  -0.16435
C  -4.78936  -0.98169  -0.93038
H  3.69990  -3.37325  -0.78790
C  1.89767  0.60103  -0.73804
H  1.56556  -4.03377  -0.10844
Br  -6.83847  3.63148  0.25807
H  -3.91284  -0.87746  -1.56672
H  5.67649  -1.07417  -0.94827
C  4.07103  -0.00456  -1.88910
C  -0.33311  3.63371  -0.79431
H  -0.42763  -3.26272  5.08953
C  -2.84010  3.37848  -1.05906
C  0.84032  2.76630  -1.08842
H  3.35994  -0.87440  0.94308
H  1.85999  4.12070  -2.38081
O  0.99278  -3.88919  2.37617
C  1.87339  -3.06487  0.27442
C  0.92508  -1.71543  4.63786
H  4.80034  0.53456  -2.49418
H  -2.90920  4.35933  -1.51180
H  5.08627  0.31019  -0.04003
C  -4.00177  2.60941  -0.91999
C  3.93380  -1.48393  0.24955
C  -3.96002  1.31753  -0.35996
C  2.91151  2.23349  -2.15885
C  0.12727  -2.73916  4.32020
C  -0.03569  -3.18688  2.90664
C  2.01275  -3.05920  1.78577
C  4.77557  -0.54243  -0.64211
H  1.04503  -2.38691  0.05392
H  -2.61228  -0.11818  0.56015
H  4.63649  -2.04541  0.86559
H  -5.54746  2.00744  -3.09390
H  1.83537  -2.03940  2.12183
O  -0.10280  0.41759  1.36975
C  1.88257  3.14046  -1.92830
F  -6.33162  0.76415  -0.53096
H  2.67536  -2.12478  -1.43333
C  -1.61503  2.88228  -0.64062
O  -6.21075  2.49336  -2.58873
H  1.82631  -0.35102  -0.24527
O  -1.03236  -2.98074  2.28320
C  -1.57605  1.62042  -0.05096
C  3.09513  -2.51047  -0.50796
C  0.87442  1.50416  -0.50007
H  -5.09899  0.06524  0.89323
H  1.47354  -1.67956  5.56787
H  3.71872  2.50511  -2.82679
C  -2.71811  0.85091  0.08860
O  -0.25838  4.82567  -0.67848
H  1.04822  -0.90747  3.92532
H  3.68420  -0.79008  -2.53639



# 2
Below is C25H25ClN2O4 in the gas phase, with properties calculated with the ωB97M-V functional and the def2-TZVPD basis.

Output
E_LUMO (eV): 0.495
Energy above the lowest of the compared OMol25 structures with the same formula, charge and spin (eV): 0.000
HOMO-LUMO gap (eV): 8.3
HOMO (eV): -7.76
Charge: 0

Cartesian coordinates (Å):
C  2.29429  -2.09547  0.59496
C  6.07415  2.70428  1.24206
C  -3.43721  0.52925  -1.70492
H  -5.55863  0.38157  3.89510
H  6.15892  3.73096  0.89655
C  1.05046  -1.65739  1.00813
H  -2.09052  -1.90788  -0.02182
C  4.97353  1.98748  0.47591
H  3.77581  -3.97118  -1.84170
O  -0.99774  -0.25730  2.42066
H  -0.67111  3.04136  0.30106
O  3.76665  2.68900  0.70402
C  -1.74443  -0.72800  1.58971
C  0.07717  -2.83503  -0.84483
C  3.83402  -3.35443  -0.94900
H  1.53626  3.76916  1.14201
H  -0.79288  -3.13067  -1.41504
C  -5.34321  -0.00746  0.54841
C  1.33210  -3.26192  -1.23203
C  2.51760  1.08747  -0.64554
C  -5.12577  0.17611  2.92839
H  5.83869  2.71449  2.30257
H  4.47294  -2.49599  -1.15294
C  1.28163  0.67713  -1.11093
H  -2.36347  -0.58312  -3.22412
H  3.39213  0.52372  -0.92772
C  -3.78827  -0.14578  2.82169
H  0.94999  -1.02564  1.87421
H  7.02213  2.19573  1.09121
H  5.20563  1.97552  -0.59877
H  -4.37352  1.09451  -1.62357
N  -1.36136  -1.60055  0.60949
C  -5.90667  0.23818  1.78583
C  0.12688  1.36791  -0.76977
N  -1.10256  0.87004  -1.23309
H  -3.15389  -0.18766  3.69417
H  -3.21048  0.85520  -3.81260
C  2.47312  -2.90154  -0.52657
H  1.43216  -3.88815  -2.10649
H  -5.94932  0.04531  -0.34406
C  2.61348  2.20361  0.17893
O  -2.52734  2.64296  -0.99764
C  -3.20595  -0.42035  1.58611
C  -3.99698  -0.33460  0.43436
H  4.30495  -3.92905  -0.15251
H  -1.06985  -0.08882  -1.55135
C  -0.07698  -2.02495  0.27981
H  -4.11770  -0.60851  -3.39791
C  0.21976  2.49587  0.03977
C  -2.30343  1.48585  -1.27677
H  4.87968  0.95153  0.82785
C  -3.26760  0.01366  -3.12796
C  1.44937  2.90355  0.50531
Cl  3.67254  -1.60501  1.51347
H  -6.95559  0.48385  1.85472
O  -3.45404  -0.59061  -0.81391
H  1.22048  -0.19819  -1.74292



# 3
Below is C25H25ClN4O2 in the gas phase, with properties calculated with the ωB97M-V functional and the def2-TZVPD basis.

Output
E_LUMO (eV): 0.573
HOMO-LUMO gap (eV): 8.4
HOMO (eV): -7.87
Charge: 0

Cartesian coordinates (Å):
C  2.76753  -1.12528  -0.11446
H  -2.69513  -2.98351  -1.91834
C  -4.27353  2.83341  0.14431
C  6.30173  -1.40259  0.92171
N  1.38604  0.43357  -0.90756
H  -1.36489  -3.32415  0.58922
C  6.01167  2.70196  0.20134
C  0.69495  -0.75555  -0.85850
C  -2.47687  -1.70552  1.54276
N  -1.51539  -1.72970  -0.72421
C  4.82126  3.29287  -0.19413
C  6.07411  1.34187  0.41212
H  -6.66018  -0.66936  -0.45469
H  -3.93299  -3.18970  0.11334
C  -2.78797  -2.05054  -1.34843
C  4.95512  0.52223  0.22393
H  -0.37838  -1.91460  1.00783
H  1.32530  -2.78626  -0.28134
H  6.12838  -2.47059  1.05460
H  -2.12673  -0.88636  2.16994
C  -0.66673  -0.92067  -1.40701
C  -2.76718  0.99663  0.54553
C  -6.33748  -0.30938  0.52275
C  -5.14028  0.58583  0.40437
H  2.79063  2.98724  -0.69068
H  7.08059  -1.25614  0.17219
H  0.64994  2.37786  -0.63616
C  -3.83310  0.09695  0.56626
H  -4.44016  3.88564  -0.02074
C  -1.34431  -2.22848  0.61793
C  2.64380  0.23054  -0.43057
C  -5.32903  1.94037  0.17781
Cl  -1.66024  3.44352  0.36326
H  -6.10984  -1.16515  1.15286
C  3.74625  1.12215  -0.21999
C  0.83819  1.65580  -1.43335
H  -6.33453  2.31258  0.04651
H  6.61490  -0.97198  1.87402
H  -0.09961  1.43090  -1.93774
H  4.76391  4.36057  -0.34010
C  1.53430  -1.74093  -0.38485
C  3.98328  -1.72380  0.37125
H  1.52110  2.08404  -2.16748
O  -1.00520  -0.39708  -2.46136
H  -1.75259  0.65501  0.67469
H  -2.78757  -2.52050  2.20845
C  -2.99721  2.34439  0.34850
H  -3.01059  -1.24123  -2.04886
H  -7.16814  0.24110  0.95873
H  7.00993  0.91747  0.73328
O  4.11136  -2.90191  0.66133
C  -3.89728  -2.17470  -0.29342
C  3.70837  2.50900  -0.39969
H  6.89315  3.30569  0.35643
H  -4.85631  -1.95633  -0.75807
N  -3.65152  -1.27444  0.81449
N  5.04518  -0.83275  0.47999



# 4
Below is a molecular structure, C25H25F3N2O2SV at a distorted geometry, with properties calculated with the ωB97M-V functional and the def2-TZVPD basis.

Output
E_LUMO (alpha / beta) (eV): -0.870 / -0.872
Energy above the lowest of the compared OMol25 structures with the same formula, charge and spin (eV): 0.897
Multiplicity: 2
HOMO-LUMO gap (alpha / beta) (eV): 6.8 / 6.9
HOMO (alpha / beta) (eV): -7.71 / -7.77
Charge: 0

Cartesian coordinates (Å):
F  -5.54855  -0.60106  4.50097
C  0.91009  3.15022  1.49741
C  3.23061  1.82662  -1.65955
H  -3.68585  1.28440  3.73071
H  -1.64242  2.24720  -4.59140
H  -2.18452  1.02967  -2.61708
C  -4.34920  -1.19331  4.61989
C  3.48641  0.97643  3.37743
C  2.92153  3.98040  -2.72894
H  6.00756  -0.17352  -2.04721
C  1.57503  3.71127  -2.88316
N  -1.73437  -0.15817  1.40515
C  1.81843  1.65797  -1.63802
C  3.73775  3.01380  -2.17226
C  2.35377  1.27326  2.60962
H  -1.50662  -2.17989  1.07213
H  -0.12286  1.34062  -4.66287
C  5.19135  0.47050  -2.37976
H  4.86743  1.26627  -0.41774
H  4.57186  -1.19511  -0.45154
H  -2.12571  1.81414  1.87772
H  4.78747  4.07131  3.76088
O  0.01100  2.29079  1.05189
H  0.94810  4.43859  -3.38690
F  -3.81124  -0.78028  5.77791
H  -3.02805  -2.87088  2.90580
C  4.35349  1.96479  3.79403
C  -2.35062  0.78662  2.12968
H  3.33392  4.92129  -3.06892
F  -4.55187  -2.51485  4.70839
C  -1.17778  1.09761  -2.20215
C  -2.00088  -1.43654  1.68519
H  2.79458  4.61473  2.39978
H  3.18245  -0.39568  0.27547
H  3.07835  -1.01009  -1.38172
O  0.76985  4.34308  1.34196
H  -0.10947  3.10135  -4.77846
C  4.11294  3.28746  3.44231
H  -1.02049  3.21499  -2.42710
C  1.00067  2.54701  -2.39676
H  4.63423  -0.05707  -3.15724
H  4.80500  3.19301  -2.12005
C  -2.84677  -1.82583  2.70449
H  -1.28524  1.16140  -1.11570
C  -3.21499  0.49294  3.16535
H  3.66755  -0.05776  3.64081
H  -0.63466  0.19109  -2.46532
H  5.21819  1.70242  4.39081
C  3.00333  3.59297  2.68339
C  -3.45395  -0.84018  3.46530
C  3.73072  -0.52780  -0.65102
N  1.19384  0.81503  -0.76002
V  0.14437  0.60403  0.45790
C  2.10502  2.61061  2.24939
C  4.26066  0.79428  -1.19870
C  -0.46896  2.33060  -2.76229
S  1.34449  -0.11788  2.21610
H  5.62503  1.36677  -2.82026
C  -0.59171  2.25551  -4.29356